# 1
This record from the Open Molecules 2025 dataset describes the ion C9H16BBr2Cl2N2 with charge -1. The level of theory is wB97M-V/def2-TZVPD.

Output
HOMO level = -0.155 hartree
2S+1 = 1
Charge = -1
Frontier orbital gap = 7.13 eV

The geometry in XYZ format:
```
32
Properties=species:S:1:pos:R:3:forces:R:3:lowdin_charge:R:1
H 2.333509 -1.467031 0.546404 0.006 0.021 0.077 0.08
H 1.037932 -2.287549 3.183834 -0.020 -0.049 -0.067 0.06
H -0.385400 -1.059271 1.433381 -0.060 -0.035 -0.072 0.06
H -0.338099 0.094050 -4.431607 -0.036 -0.081 0.015 0.07
H 2.037582 1.548614 0.780381 -0.070 -0.023 -0.057 0.07
H 2.161787 0.420864 -1.913036 -0.024 -0.106 -0.019 0.02
H -3.221370 2.936479 1.626293 0.017 -0.140 0.088 0.05
C -0.200542 -0.691132 -2.428067 -0.132 0.290 0.042 -0.76
N 0.346899 -0.902314 0.753244 0.115 0.123 0.214 -0.01
H 1.267701 2.296526 -0.589218 0.066 -0.059 0.070 0.07
C 1.553602 1.318057 -0.177443 -0.166 0.174 0.064 -0.27
H 0.873609 -3.244918 1.690077 0.055 0.075 0.107 0.07
C 1.618399 -1.257262 1.351361 -0.162 -0.028 -0.036 -0.34
C 1.496980 -2.512067 2.216137 -0.025 -0.057 -0.242 -0.11
B 0.176676 0.447143 0.027779 -0.075 0.166 0.154 -0.87
C -0.423576 0.251014 -1.503380 0.298 -0.484 -0.265 -0.58
H -2.944457 1.888307 3.021845 -0.033 0.004 -0.075 0.07
C -0.740027 -0.731736 -3.835891 -0.111 0.026 0.140 -0.18
N 2.597521 0.772252 -1.069727 0.181 0.275 -0.066 -0.02
Cl -1.357247 1.607964 -2.147083 -0.117 0.170 -0.028 0.66
H -1.831487 -0.628547 -3.822812 0.158 0.025 -0.030 0.06
H 2.474959 -2.971880 2.389301 -0.048 0.087 0.113 0.06
H 3.044858 -0.017482 -0.629192 -0.043 -0.153 -0.030 0.02
H -4.225022 1.494234 1.849264 0.078 -0.020 0.051 0.04
Br -0.370211 2.992892 1.729586 0.155 0.079 0.094 0.73
Cl 0.864128 -2.044664 -2.073390 -0.022 -0.117 0.071 0.65
C -0.947366 1.347725 0.890002 -0.229 -0.310 -0.182 -0.58
C -3.217820 1.892685 1.961952 0.045 0.133 -0.144 -0.21
H -0.482934 -1.677007 -4.311990 0.005 0.067 0.001 0.05
Br -3.012647 -0.467922 0.364700 -0.017 -0.175 0.006 0.75
H 2.041033 -0.445050 1.967370 0.156 -0.064 -0.055 0.11
C -2.228959 1.097011 1.149926 0.053 0.187 0.060 -0.80
```
Forces are in eV/Å.



# 2
This record from the Open Molecules 2025 dataset describes a structure of composition C9H16Cl3MnNO6P2Si. The level of theory is wB97M-V/def2-TZVPD.

Output
HOMO level (alpha / beta) = -0.609 / -0.594 hartree
2S+1 = 2
Charge = +2
Frontier orbital gap (alpha / beta) = 10.18 / 9.17 eV
<S²> = 0.825

The geometry in XYZ format:
```
39
Properties=species:S:1:pos:R:3:forces:R:3:lowdin_spin:R:1
Cl -1.679174 1.627981 -2.118835 0.017 -0.009 -0.019 0.01
H 0.098487 -3.973538 -2.813502 0.003 -0.005 -0.007 0.00
H 0.062543 0.540942 3.932260 -0.003 0.010 0.006 0.00
Mn -0.883940 1.428522 0.203633 -0.120 -0.007 0.450 0.98
C -0.494164 3.414544 1.112733 0.098 -0.180 0.173 0.00
O -0.102910 -0.709340 -2.666049 -0.161 0.103 -0.181 0.00
C -1.751926 3.475407 0.517196 -0.342 -0.229 0.150 -0.01
H -1.962719 4.219695 -0.238336 -0.009 -0.033 -0.043 0.00
O 1.480809 -1.001993 1.606842 0.003 -0.022 0.019 0.00
Cl -3.043150 -1.280551 -2.968925 -0.013 -0.005 -0.024 0.00
H -3.185390 0.768152 2.014787 -0.004 0.005 0.017 0.00
C -2.453693 1.536430 1.801334 0.121 -0.192 0.133 -0.01
C 1.977419 -3.052630 -0.277801 0.002 -0.003 -0.009 0.00
P 0.755968 -0.553423 0.277418 -0.238 -0.124 -0.048 0.00
H 1.063287 -3.546036 0.047556 0.005 -0.005 0.005 0.00
H 3.223732 -1.327498 -2.177878 0.022 -0.008 0.008 0.00
O -0.146983 -3.153316 -2.358777 -0.032 -0.006 -0.021 0.00
C -0.949026 0.471713 3.529925 0.014 -0.029 -0.034 0.00
H 1.106788 -0.716479 2.451079 -0.021 -0.002 0.003 0.00
C -1.200650 1.513749 2.482592 -0.159 -0.153 0.010 0.01
C 1.642696 -1.683835 -0.875054 0.027 -0.006 -0.111 0.00
H -1.634705 0.616258 4.366091 0.001 0.012 0.003 0.00
H 0.288574 4.097974 0.815827 0.008 0.002 0.000 0.00
P 0.840009 -1.949843 -2.532561 0.109 -0.063 0.192 0.00
Si -1.489470 -0.087531 -3.301138 0.222 -0.067 0.179 0.00
H -3.716399 2.555305 0.412569 0.016 0.004 -0.048 0.00
O -0.753626 -0.662338 0.314664 0.152 0.059 -0.011 0.00
H 3.678737 -1.176715 -0.555108 0.012 -0.001 -0.006 0.00
N 2.945635 -0.980450 -1.240149 -0.047 -0.031 -0.025 0.00
H 0.728570 2.431031 2.599644 0.008 0.015 -0.005 0.00
O 1.071699 0.877848 -0.124108 0.157 0.197 -0.177 0.01
Cl -1.228053 0.483064 -5.180429 -0.037 -0.012 -0.029 0.00
C -0.248834 2.461518 2.135438 0.135 0.215 -0.235 0.00
C -2.747655 2.536260 0.893766 0.133 0.498 -0.361 0.01
H -1.138571 -0.528768 3.134467 -0.013 0.013 0.007 0.00
H 2.465435 -3.687233 -1.020144 -0.003 0.000 -0.002 0.00
O 1.937124 -2.072456 -3.493601 -0.037 0.043 0.021 0.00
H 2.630958 -2.949171 0.586975 -0.005 -0.002 0.005 0.00
H 2.812554 0.036749 -1.294402 -0.020 0.016 0.017 0.00
```
Forces are in eV/Å.



# 3
This record from the Open Molecules 2025 dataset describes a structure of composition C9H16ClNNiOSm at a distorted geometry. The level of theory is wB97M-V/def2-TZVPD.

Output
HOMO level (alpha / beta) = 0.020 / -0.010 hartree
2S+1 = 9
Charge = -2
Frontier orbital gap (alpha / beta) = 4.66 / 5.48 eV
<S²> = 20.040

The geometry in XYZ format:
```
30
Properties=species:S:1:pos:R:3:forces:R:3:lowdin_spin:R:1
H 0.358062 -2.487260 -0.425984 -0.593 0.351 -0.689 0.03
C 1.099543 -0.413834 3.309133 1.678 -0.302 1.230 0.11
H -2.355120 -1.101145 4.789769 1.033 0.080 0.122 0.00
C 1.073865 -1.197696 4.424696 0.353 -0.105 -0.702 0.08
H -0.226915 -2.381475 5.703088 -0.094 0.428 -0.321 0.02
C -0.171332 -1.615917 4.918190 -0.573 -0.953 1.210 0.24
H -0.607549 1.163562 -5.635435 -0.153 -0.443 0.537 0.00
O 0.030064 0.532479 1.491126 0.855 1.694 1.221 0.13
H -1.916207 0.984313 -1.678357 -0.509 0.467 0.362 0.01
H 3.050684 -1.200978 -4.281230 0.877 -0.359 0.391 0.00
C -0.345333 -1.825879 -1.044606 0.577 -2.096 -0.825 0.10
C -1.662307 1.236304 -0.637212 0.199 -0.624 0.554 0.16
H 2.123903 -1.088206 -5.720836 -0.271 -0.353 -0.164 0.00
Sm 0.401769 -0.525348 -3.245355 -0.744 -0.899 0.896 5.10
Cl 1.204684 1.767436 -3.265175 0.519 2.342 0.781 -0.02
H -1.372933 -2.321825 -0.946763 0.696 0.316 -0.172 0.02
C 2.252969 -0.630531 -4.734947 0.814 0.231 -1.092 -0.03
H -2.475246 1.123787 0.144925 0.425 0.433 -1.155 0.01
H -0.375257 -0.462273 -6.166839 0.007 -0.223 0.218 0.00
C -0.702944 0.111077 -5.280422 -0.140 0.278 -1.131 -0.02
H 2.003823 0.007624 2.916393 0.297 -0.062 -0.399 0.02
C -1.310562 -0.942712 4.438061 -0.974 0.384 -0.327 0.06
H -1.758033 -0.117566 -5.165801 -0.822 0.060 -0.091 0.00
N -0.029561 -0.034240 2.703845 0.279 0.452 -0.712 0.27
Ni -0.633052 -0.409655 0.102290 -1.243 0.495 -0.890 1.53
C -1.185022 -0.069492 3.384283 -2.109 -0.665 0.683 0.13
H 2.664020 0.378298 -4.988663 -0.279 -0.682 0.424 0.00
H -2.034175 0.460655 2.947146 0.434 -0.146 0.069 0.02
H -1.075736 2.163418 -0.538315 -0.405 -0.336 -0.074 0.01
H 2.010799 -1.575221 4.829096 -0.133 0.236 0.046 0.00
```
Forces are in eV/Å.



# 4
This record from the Open Molecules 2025 dataset describes a cluster of 3 separate species, C9H16F4O7S in total. The level of theory is wB97M-V/def2-TZVPD.

Output
HOMO level = -0.375 hartree
2S+1 = 1
Frontier orbital gap = 9.87 eV

The geometry in XYZ format:
```
37
Properties=species:S:1:pos:R:3:forces:R:3:lowdin_charge:R:1
H 3.647839 -3.511065 -5.220320 0.000 0.008 -0.002 0.11
H 2.861826 -4.859153 -3.258930 -0.001 -0.006 -0.003 0.08
O 0.480944 -0.027759 -2.720945 0.018 -0.022 0.079 -0.34
H -0.528888 3.008405 5.429096 0.000 -0.010 -0.004 0.11
H 2.437815 -4.683817 -5.705098 -0.012 0.007 0.005 0.12
H -1.672884 0.208327 3.675663 -0.045 -0.027 0.028 0.08
H -1.367443 1.927258 3.967657 -0.024 0.019 -0.002 0.07
O 1.235963 -0.728083 -6.165140 -0.004 0.016 -0.010 0.10
C -1.091095 0.227975 0.019708 0.094 0.034 -0.030 -0.78
O 1.746898 -2.807229 -5.698885 0.042 0.019 -0.081 0.00
C 2.600349 -3.790477 -5.104072 -0.003 -0.029 0.044 -0.24
O -1.524219 1.641387 6.645406 0.080 -0.034 -0.010 0.00
H 2.392896 -3.170010 -3.037489 0.019 -0.009 -0.004 0.07
C -1.199681 2.989391 6.288703 -0.024 0.042 -0.001 -0.24
C 1.961749 -1.477929 -5.573111 -0.070 -0.006 0.125 -0.53
C -1.804124 0.686949 5.730000 -0.089 0.028 0.021 -0.53
C 2.242425 -4.054452 -3.656800 -0.028 0.041 0.011 -0.06
F -1.889881 -0.811440 -0.236860 -0.120 -0.145 0.005 0.15
O -1.970964 -0.437222 6.111923 0.008 -0.008 -0.011 0.11
H -0.636812 3.362297 7.142894 -0.012 -0.006 0.002 0.12
H -3.073270 3.809922 6.944285 0.004 0.008 0.000 0.08
F 0.101525 -0.252586 0.356592 0.049 0.008 0.068 0.18
C 3.046344 -0.981495 -4.647642 0.072 -0.008 -0.089 0.01
H -3.008315 1.283115 4.086879 -0.005 0.009 0.005 0.10
H -3.016153 3.477451 5.210917 0.018 0.015 -0.008 0.07
H 2.592572 -0.816875 -3.670273 0.030 0.002 -0.003 0.07
F -1.587019 0.907867 1.043119 0.036 0.006 -0.023 0.19
C -1.956101 1.067967 4.275728 0.120 -0.007 -0.009 0.01
C -2.435060 3.834386 6.061358 -0.036 -0.036 -0.001 -0.06
H 3.892865 -1.652617 -4.535328 -0.013 -0.017 0.015 0.07
H 3.394829 -0.024675 -5.026414 -0.052 0.019 0.014 0.09
O -1.012415 1.920245 -3.206809 0.016 -0.013 -0.018 -0.21
F -2.013855 1.775149 -4.191847 0.011 0.019 -0.021 -0.09
H -2.149636 4.869060 5.868008 0.004 0.003 0.005 0.08
O -1.013595 1.070139 -1.049840 -0.048 0.059 -0.033 -0.15
S -0.882098 0.370734 -2.573941 -0.041 0.031 -0.060 1.07
H 1.196671 -4.351142 -3.578196 0.005 -0.010 0.001 0.08
```
Forces are in eV/Å.